[1]
Here is the molecule C16H26N2O3 from the OMol25 dataset. Energies are from ωB97M-V with the def2-TZVPD basis set.

- Structure (SMILES): CCCCN(C)CCC(=O)Nc1ccc(OC)cc1OC
- Frontier orbital gap: 8.46 eV
- ΔE to the lowest compared entry with this formula, charge and spin: 2.564 eV
- E: -960.49018 Eh

```
47
Properties=species:S:1:pos:R:3:forces:R:3
C -7.4575 -1.1590 -0.4447 0.14 0.15 0.15
C -6.2305 -0.3246 -0.1010 -0.08 -0.14 -0.31
C -5.5121 0.1733 -1.3518 0.15 0.13 0.37
C -4.2499 0.9614 -0.9975 -0.14 -0.07 -0.17
N -3.3222 0.1747 -0.1996 0.01 0.21 0.02
C -2.5877 -0.7770 -1.0067 -0.01 -0.05 0.04
C -2.4401 0.9962 0.6048 -0.11 -0.02 0.19
C -1.7898 0.1936 1.7431 -0.02 -0.03 -0.18
C -0.5213 -0.5554 1.3617 -0.28 0.30 0.29
O -0.4121 -1.7601 1.4574 0.07 -0.30 -0.02
N 0.4666 0.2756 0.9400 0.11 0.55 -0.10
C 1.7525 -0.0379 0.4876 0.18 -0.14 -0.05
C 2.2521 -1.3249 0.4081 -0.19 0.17 0.06
C 3.5390 -1.5651 -0.0500 0.47 0.05 -0.19
C 4.3436 -0.5051 -0.4354 -0.16 -0.06 0.06
O 5.6226 -0.6113 -0.8995 -0.18 0.29 0.04
C 6.1894 -1.8949 -0.9998 0.07 -0.18 -0.01
C 3.8495 0.8005 -0.3611 0.05 0.08 -0.02
C 2.5699 1.0412 0.0931 -0.02 -0.13 0.01
O 1.9999 2.2867 0.1975 -0.09 -0.60 0.09
C 2.7739 3.4036 -0.1672 0.12 0.26 -0.07
H -7.1739 -2.0332 -1.0268 -0.02 -0.12 -0.07
H -7.9558 -1.4980 0.4605 -0.11 -0.08 0.03
H -8.1669 -0.5759 -1.0289 -0.12 0.00 -0.07
H -6.5310 0.5325 0.5058 0.06 0.05 0.09
H -5.5290 -0.9183 0.4858 -0.02 0.06 0.08
H -6.1741 0.8254 -1.9266 -0.01 -0.03 -0.09
H -5.2605 -0.6781 -1.9857 -0.03 -0.03 -0.12
H -3.7738 1.3328 -1.9229 0.01 0.06 0.08
H -4.5519 1.8315 -0.4081 0.04 0.01 -0.03
H -2.0204 -1.4430 -0.3632 0.03 -0.12 -0.07
H -3.2860 -1.3802 -1.5808 0.02 -0.08 -0.06
H -1.8934 -0.2828 -1.7072 0.00 0.02 -0.03
H -3.0499 1.7824 1.0584 0.08 -0.03 -0.08
H -1.6631 1.4882 -0.0116 -0.09 0.05 0.04
H -2.5139 -0.5329 2.1119 0.09 0.03 0.02
H -1.5376 0.8772 2.5570 0.01 0.00 0.03
H 0.2789 1.2689 0.9290 -0.11 -0.19 0.04
H 1.6247 -2.1461 0.7106 -0.03 -0.01 0.02
H 3.8902 -2.5826 -0.0959 0.07 -0.09 -0.02
H 5.6291 -2.5284 -1.6948 0.01 0.01 0.04
H 6.2445 -2.3872 -0.0237 -0.02 0.01 -0.04
H 7.1970 -1.7429 -1.3838 -0.06 -0.07 0.03
H 4.5061 1.5961 -0.6709 0.04 0.14 -0.03
H 3.6714 3.4873 0.4528 -0.03 -0.02 -0.03
H 2.1367 4.2709 0.0005 0.09 -0.03 -0.03
H 3.0621 3.3635 -1.2219 -0.01 -0.01 0.05
```
Positions in Å, forces in eV/Å.

***

[2]
Here is a structure of composition C15H20LuNO3 from the OMol25 dataset. Energies are from ωB97M-V with the def2-TZVPD basis set.

- Frontier orbital gap: 3.31 eV
- Net charge: -2
- E: -2099.43571 Eh

```
40
Properties=species:S:1:pos:R:3:forces:R:3
Lu 0.1121 -0.5487 0.7218 -0.86 -0.44 -1.15
C 2.2792 0.1212 1.7596 0.77 0.37 -0.47
C 2.7076 -0.7181 0.6770 0.27 0.83 0.29
C 2.3975 -0.0518 -0.5378 0.22 0.56 0.53
H 3.2356 -1.6693 0.7633 -0.39 0.29 0.02
C 1.7305 1.1649 -0.2321 0.91 -0.11 0.29
C 1.6733 1.2919 1.1998 1.06 -0.11 -0.14
H 1.3121 2.1552 1.7602 -0.06 -0.41 -0.20
H 2.4674 -0.0771 2.8183 -0.34 0.05 -0.44
H 2.7070 -0.3601 -1.5336 -0.54 -0.18 0.23
H 1.3615 1.8661 -0.9854 0.13 -0.31 0.45
C -2.4120 -0.0626 0.8552 -0.22 0.30 -0.54
C -1.7310 1.1270 1.2917 -0.37 0.15 -0.42
C -1.1411 1.7277 0.1345 -0.96 -0.39 0.01
H -1.7264 1.5360 2.3116 0.08 -0.31 -0.54
C -1.4481 0.9197 -0.9991 -0.18 -0.07 0.64
C -2.2343 -0.1810 -0.5620 -0.04 0.72 0.72
H -2.6566 -0.9364 -1.2213 0.32 0.03 0.30
H -3.0179 -0.7316 1.4738 0.41 0.26 -0.18
H -0.6144 2.6796 0.0877 -0.01 -0.38 0.17
H -1.1391 1.0957 -2.0282 0.05 -0.16 0.24
O 0.1933 -1.9886 -0.6666 -0.18 0.45 0.83
C -0.4121 -0.1979 -4.3744 1.09 -0.99 1.65
C 0.1959 -1.3204 -3.6782 0.36 -0.06 0.18
C 0.3812 1.0334 -4.5961 -0.23 -0.44 0.45
C -1.8532 -0.1954 -4.6793 0.00 -0.02 0.00
C 0.1176 -2.3615 -1.9515 -0.89 0.59 -1.62
H 1.2864 -1.2266 -3.5809 -0.07 0.07 -0.41
H -0.0629 -2.2541 -4.1907 -0.01 -0.81 0.23
H -0.8239 -2.8823 -2.1740 -0.15 -0.28 -0.05
H 0.9695 -2.9821 -2.2073 0.45 -0.41 -0.57
H 0.2612 1.3796 -5.6355 0.22 0.34 -0.11
H 1.4422 0.7971 -4.3817 -0.35 0.41 -0.20
H 0.0480 1.8538 -3.9244 0.26 0.53 -0.12
H -2.0337 -0.3866 -5.7587 -0.44 0.00 -0.17
H -2.3081 0.7924 -4.4613 -0.23 -0.19 0.05
H -2.3733 -0.9718 -4.0879 0.01 0.35 -0.33
O 0.2681 -3.3580 3.6209 -0.25 0.47 0.16
N 0.3775 -2.6304 2.6622 -0.16 0.85 -0.30
O -0.1881 -1.4346 2.7475 0.32 -1.57 0.53
```
Positions in Å, forces in eV/Å.

***

[3]
Here is the molecule C4H11OP from the OMol25 dataset. Energies are from ωB97M-V with the def2-TZVPD basis set.

- Structure (SMILES): CC[C@@](C)(O)P
- Frontier orbital gap: 9.64 eV
- ΔE to the lowest compared entry with this formula, charge and spin: 2.682 eV
- E: -575.50097 Eh

```
17
Properties=species:S:1:pos:R:3:forces:R:3
C -0.6294 -1.2869 1.4616 0.41 -3.16 -2.07
C -0.9573 0.0009 0.8395 1.78 3.94 -2.04
C 0.1450 0.4074 -0.4574 -2.54 0.97 1.48
C 1.5741 0.0927 -0.1330 -0.93 1.50 -0.50
O -0.3620 -0.3323 -1.5247 1.00 -3.78 -2.09
P -0.0313 2.2124 -1.0761 -0.65 0.30 3.05
H -0.9575 -1.2609 2.4475 -0.98 -0.44 1.74
H 0.4411 -1.6581 1.5636 -1.05 0.96 -0.51
H -1.1826 -2.0734 0.8496 0.75 0.45 1.19
H -0.9143 0.7619 1.6885 -0.17 -0.36 -1.51
H -1.9229 0.0822 0.2394 1.06 -0.39 1.32
H 1.4360 -0.9498 -0.0697 1.49 -1.50 0.27
H 1.8883 0.6003 0.7540 0.00 -0.22 1.03
H 2.2325 0.5235 -0.8783 0.19 -0.74 -0.61
H 0.0671 -1.2811 -1.7335 -1.08 3.22 1.23
H -1.2765 2.1358 -1.6848 -0.83 -0.16 0.26
H 0.4495 2.0255 -2.2860 1.54 -0.60 -2.25
```
Positions in Å, forces in eV/Å.